DFT (ωB97M-V with the def2-TZVPD basis set) results for C20H44AlBO10S5 as an isolated structure.

For the HOMO energy, the calculation gives -13.350 eV. The orbital gap is 1.5 eV. Its total charge is +2.

Each line ends with the Mulliken charge.
Geometry (Å):
Al -4.67229 -3.35292 -1.14316  1.00
B -2.33593 1.42211 -0.34679  -0.09
H -2.97094 1.40498 -1.21897  0.03
H -2.03991 2.45542 -0.25248  0.02
H -2.83855 1.01882 0.51863  -0.01
H -1.50102 0.76556 -0.53690  0.03
C 0.55160 2.73425 -7.92822  -0.58
C -0.15886 2.14973 -9.25516  -0.63
C -0.88955 0.85239 -8.91240  -0.63
S -1.71006 1.31815 -7.26422  0.98
O -1.93716 -0.00933 -6.63641  -0.55
O -2.78539 2.29346 -7.53057  -0.53
C -0.20272 2.27975 -6.65651  -0.54
H 0.63382 3.81888 -7.85820  0.33
H 1.52803 2.30423 -7.70512  0.29
H 0.61947 1.94786 -9.99106  0.38
H -0.74918 2.92670 -9.74089  0.34
H -0.14220 0.08916 -8.69551  0.34
H -1.67149 0.53076 -9.60032  0.42
H 0.42241 1.56751 -6.11796  0.33
H -0.69126 3.03376 -6.03934  0.41
C 5.24041 -6.16433 -3.42379  -0.58
C 5.24226 -4.92040 -2.50960  -0.59
C 4.30359 -3.91850 -3.14897  -0.60
S 2.97672 -4.98309 -3.98852  1.03
O 3.08397 -4.73709 -5.47813  -0.59
O 1.68114 -4.84235 -3.29721  -0.62
C 3.76049 -6.61059 -3.63247  -0.68
H 5.63990 -7.00917 -2.86276  0.33
H 5.77368 -5.92448 -4.34366  0.33
H 6.18448 -4.44437 -2.23806  0.34
H 4.88472 -5.23415 -1.52887  0.30
H 4.68322 -3.12473 -3.79232  0.38
H 3.73487 -3.33728 -2.42312  0.35
H 3.43741 -7.36823 -4.34640  0.43
H 3.29605 -6.92978 -2.69945  0.34
C -8.27418 5.89612 2.22664  -0.61
C -7.70077 5.32672 3.45056  -0.67
C -7.93891 3.81281 3.59717  -0.49
S -8.59142 3.29711 2.00871  1.07
O -10.03766 3.09302 2.20989  -0.58
O -7.80380 2.21279 1.48385  -0.62
C -8.12778 4.89435 1.15070  -0.65
H -7.84581 6.86656 1.97595  0.37
H -9.33955 6.09113 2.34932  0.30
H -8.04783 5.84871 4.34228  0.31
H -6.66331 5.63675 3.32540  0.31
H -8.58985 3.37727 4.35525  0.43
H -6.96647 3.33232 3.70469  0.28
H -8.91857 5.02432 0.41188  0.38
H -7.14432 4.88656 0.68076  0.36
C 0.19598 -5.93636 6.68207  -0.59
C -0.75211 -4.73630 6.71873  -0.53
C -0.22571 -3.56076 5.97956  -0.77
S 0.65062 -4.23247 4.54316  1.07
O 1.90132 -3.46883 4.41410  -0.65
O -0.30097 -4.34659 3.46097  -0.65
C 0.95025 -5.85488 5.22723  -0.60
H -0.42407 -6.82978 6.75588  0.28
H 0.94082 -5.90621 7.47731  0.32
H -0.96227 -4.34538 7.71427  0.35
H -1.70857 -4.94873 6.24108  0.30
H 0.65844 -3.26564 6.54463  0.34
H -0.85564 -2.69664 5.76837  0.46
H 2.00677 -6.07564 5.37928  0.34
H 0.58408 -6.63060 4.55472  0.36
C 6.03383 3.58649 4.24207  -0.71
C 4.55155 3.27349 4.32937  -0.63
C 3.92474 3.37175 2.88466  -0.58
S 5.27797 3.75375 1.67379  1.01
O 5.42284 5.25635 1.55809  -0.56
O 5.14474 2.77703 0.53105  -0.57
C 6.57011 3.14581 2.79216  -0.65
H 6.67587 3.29208 5.07225  0.42
H 6.18924 4.66506 4.26711  0.32
H 4.08061 3.98643 5.00615  0.28
H 4.38944 2.34405 4.87521  0.36
H 2.99474 3.86631 2.60434  0.49
H 3.53275 2.36580 2.73460  0.30
H 7.55474 3.49374 2.47981  0.44
H 6.60636 2.05746 2.83982  0.32

Atoms 1-6, force components in eV/Å:
0.0 0.0 0.0
0.0 0.1 1.2
-1.2 0.6 -5.3
-0.7 4.9 0.7
-0.5 -1.1 4.7
2.4 -4.5 -1.4